#one
The following is a DFT calculation (ωB97M-V/def2-TZVPD) of a cluster of 4 separate species, C4H16O4 in total.

For the molar mass, the calculation gives 128.2 g/mol. Its total charge is 0. The value obtained for the HOMO-LUMO gap is 10.9 eV. As for the multiplicity: 1. As for the lowest unoccupied orbital energy: 0.557 eV.

Element x y z (Å)
1 C 1.804 -1.945 -3.805
2 O 0.959 -2.693 -2.897
3 H 1.764 -2.373 -4.806
4 H 1.456 -0.926 -3.974
5 H 2.863 -1.945 -3.544
6 H 0.521 -2.023 -2.367
7 C 5.821 1.064 0.961
8 O 7.047 1.307 0.338
9 H 5.225 0.228 0.594
10 H 6.137 0.839 1.979
11 H 5.085 1.864 0.877
12 H 7.638 0.553 0.276
13 C -1.022 1.384 0.353
14 O -1.822 0.611 -0.558
15 H -1.235 2.442 0.508
16 H -1.307 0.982 1.326
17 H 0.026 1.280 0.071
18 H -2.720 0.685 -0.225
19 C -6.243 -0.349 2.775
20 O -6.119 0.435 1.581
21 H -5.690 0.161 3.564
22 H -7.275 -0.353 3.129
23 H -5.979 -1.404 2.701
24 H -6.933 0.176 1.143

=====

#two
The following is a DFT calculation (ωB97M-V/def2-TZVPD) of a cluster of 5 separate species, C4H16O4 in total.

For the molar mass, the calculation gives 128.2 g/mol. Its total charge is 0. The value obtained for the HOMO-LUMO gap is 9.9 eV. As for the multiplicity: 1. As for the lowest unoccupied orbital energy: 0.188 eV.

Element x y z (Å)
1 C 0.824 0.365 -2.859
2 C -0.244 -0.065 -1.881
3 C -0.108 -1.034 -0.990
4 C -1.174 -1.428 -0.005
5 H 0.420 0.638 -3.830
6 H 1.412 1.198 -2.458
7 H 1.539 -0.433 -3.018
8 H -1.195 0.422 -2.049
9 H 0.792 -1.630 -0.969
10 H -2.131 -0.939 -0.182
11 H -1.390 -2.488 -0.126
12 H -0.866 -1.187 1.015
13 O -0.919 3.556 -1.247
14 H -1.337 2.978 -0.583
15 H -0.075 3.098 -1.388
16 O 2.536 -0.043 0.923
17 H 2.197 0.633 0.324
18 H 1.802 -0.671 0.963
19 O -0.134 -1.899 3.190
20 H 0.306 -1.098 3.506
21 H 0.582 -2.501 2.964
22 O -0.700 0.931 3.216
23 H -1.458 0.322 3.169
24 H -0.681 1.276 2.315

=====

Stability ranking, top and bottom: #two is the most stable and #one is the least stable.

=====

#one
The following is a DFT calculation (ωB97M-V/def2-TZVPD) of a structure of composition C9H10S.

For the molar mass, the calculation gives 150.2 g/mol. Its total charge is 0. The value obtained for the HOMO-LUMO gap is 8.6 eV. As for the multiplicity: 1. As for the lowest unoccupied orbital energy: 0.166 eV.

Element x y z (Å)
1 C 1.613 1.505 1.340
2 C 1.003 -0.983 0.759
3 C 1.163 0.320 0.683
4 C 0.546 2.265 1.008
5 C 0.348 3.387 0.083
6 C -1.294 -0.095 0.187
7 C -0.318 -1.394 0.134
8 C -0.012 1.004 0.197
9 C -0.046 -1.977 -1.279
10 S 0.069 2.150 -1.296
11 H 2.533 1.800 1.764
12 H 1.577 -1.819 1.027
13 H -0.533 4.034 0.398
14 H 1.247 3.968 -0.146
15 H -1.985 -0.011 -0.765
16 H -1.938 0.023 1.081
17 H -0.708 -2.049 0.930
18 H 0.905 -1.597 -1.663
19 H -0.781 -1.675 -1.926
20 H -0.026 -3.112 -1.235

=====

#two
The following is a DFT calculation (ωB97M-V/def2-TZVPD) of the molecule C9H10S.

For the molar mass, the calculation gives 150.2 g/mol. Its total charge is 0. The value obtained for the HOMO-LUMO gap is 9.0 eV. As for the multiplicity: 1. As for the lowest unoccupied orbital energy: 0.882 eV.

Element x y z (Å)
1 C -2.965 0.253 0.559
2 C -2.439 -1.053 0.452
3 C -2.145 1.283 0.172
4 C -1.168 -1.398 0.020
5 C -0.755 1.013 -0.080
6 C -0.359 -0.333 -0.137
7 C 0.501 1.847 -0.407
8 C 1.396 0.644 -0.630
9 C 3.073 -1.340 0.102
10 S 2.744 0.359 0.537
11 H -3.980 0.426 0.766
12 H -3.215 -1.788 0.662
13 H -2.360 2.285 0.304
14 H -0.934 -2.487 0.028
15 H 0.297 2.457 -1.238
16 H 0.704 2.414 0.429
17 H 1.807 0.602 -1.653
18 H 2.878 -1.542 -0.948
19 H 2.743 -2.119 0.788
20 H 4.177 -1.525 0.272

=====

Stability ranking, top and bottom: #two is the most stable and #one is the least stable.

=====

#one
The following is a DFT calculation (ωB97M-V/def2-TZVPD) of the ion C4H7O2 with charge +1.

For the molar mass, the calculation gives 87.1 g/mol. Its total charge is +1. The value obtained for the HOMO-LUMO gap is 12.0 eV. As for the multiplicity: 1. As for the lowest unoccupied orbital energy: -4.829 eV.

Element x y z (Å)
1 C -0.692 -0.061 -0.297
2 C 1.430 -0.815 -0.087
3 C 1.354 0.748 0.044
4 C -2.094 0.029 0.042
5 O 0.050 -1.115 -0.357
6 O -0.016 1.063 -0.201
7 H 2.055 -1.121 -0.886
8 H 1.644 -1.328 0.820
9 H 1.603 1.097 1.079
10 H 2.002 1.270 -0.645
11 H -2.243 1.061 0.491
12 H -2.204 -0.750 0.658
13 H -2.889 -0.078 -0.659

=====

#two
The following is a DFT calculation (ωB97M-V/def2-TZVPD) of the ion C4H7O2 with charge +1.

For the molar mass, the calculation gives 87.1 g/mol. Its total charge is +1. The value obtained for the HOMO-LUMO gap is 12.4 eV. As for the multiplicity: 1. As for the lowest unoccupied orbital energy: -4.367 eV.

Element x y z (Å)
1 C 0.907 0.411 0.111
2 C -1.594 -0.158 0.731
3 C -1.562 0.399 -0.640
4 C 2.090 -0.479 -0.154
5 O 0.840 1.595 0.391
6 O -0.417 -0.339 -0.204
7 H -1.603 0.506 1.696
8 H -2.083 -1.154 0.836
9 H -2.226 -0.096 -1.545
10 H -1.491 1.535 -0.907
11 H 1.907 -1.121 -0.917
12 H 2.986 0.026 -0.251
13 H 2.247 -1.125 0.853

=====

Stability ranking, top and bottom: #one is the most stable and #two is the least stable.